Density functional theory data (ωB97M-V with the def2-TZVPD basis set) for C48H52CrN5O2P2SSe4 as an isolated structure.

Structure (XYZ):
```
115
Properties=species:S:1:pos:R:3
Cr 0.696 -1.161 -0.947
C 1.639 2.462 -2.389
Se 2.692 0.898 -1.960
C 3.766 0.878 -3.585
C 3.081 0.362 -4.833
Se 3.104 -1.575 -4.889
C 1.683 -1.775 -6.183
H 2.311 3.289 -2.597
H 1.023 2.692 -1.521
H 0.986 2.262 -3.234
H 4.676 0.326 -3.355
H 4.045 1.924 -3.702
H 3.620 0.719 -5.709
H 2.051 0.709 -4.899
H 1.954 -1.303 -7.123
H 0.766 -1.346 -5.782
H 1.540 -2.840 -6.344
Se -2.175 5.301 -0.359
P -2.503 3.648 0.885
C -4.208 3.059 1.010
C -5.252 3.882 0.607
C -6.567 3.453 0.755
C -6.836 2.209 1.306
C -5.792 1.384 1.713
C -4.480 1.806 1.560
C -2.010 4.025 2.584
C -2.949 4.119 3.610
C -2.559 4.542 4.875
C -1.229 4.847 5.128
C -0.289 4.764 4.105
C -0.683 4.376 2.834
C -1.651 2.137 0.262
C -0.868 1.048 0.631
N -0.577 0.387 -0.523
N -1.189 1.004 -1.527
N -1.838 2.035 -1.083
P -0.198 0.287 2.113
Se 0.929 -1.474 1.546
C 0.928 1.426 2.917
C 1.638 2.336 2.136
C 2.607 3.137 2.721
C 2.872 3.023 4.082
C 2.171 2.109 4.857
C 1.198 1.306 4.276
C -1.510 -0.162 3.249
C -2.069 -1.438 3.171
C -3.124 -1.782 4.005
C -3.607 -0.862 4.925
C -3.042 0.402 5.017
C -1.993 0.756 4.181
H -5.026 4.846 0.168
H -7.380 4.093 0.436
H -7.861 1.879 1.421
H -6.002 0.413 2.145
H -3.669 1.158 1.877
H -3.987 3.873 3.426
H -3.296 4.635 5.664
H -0.926 5.168 6.118
H 0.745 5.029 4.293
H 0.036 4.375 2.023
H 1.430 2.427 1.076
H 3.155 3.850 2.118
H 3.629 3.649 4.538
H 2.380 2.019 5.916
H 0.657 0.591 4.883
H -1.682 -2.152 2.456
H -3.559 -2.771 3.943
H -4.424 -1.135 5.582
H -3.410 1.117 5.740
H -1.539 1.731 4.277
C -1.562 -3.364 -1.701
N -2.103 -2.283 -2.506
C -3.550 -2.282 -2.701
C -4.014 -0.900 -3.091
C -3.239 -0.449 -4.308
N -1.799 -0.587 -4.071
C -0.957 0.441 -4.657
C -1.283 -1.409 -3.139
O -0.051 -1.360 -2.864
H -1.843 -3.247 -0.652
H -0.480 -3.401 -1.788
H -1.953 -4.320 -2.055
H -4.008 -2.604 -1.764
H -3.825 -3.015 -3.467
H -3.829 -0.205 -2.268
H -5.083 -0.902 -3.303
H -3.430 0.605 -4.508
H -3.533 -1.011 -5.199
H -1.265 1.425 -4.293
H -1.045 0.413 -5.745
H 0.073 0.265 -4.370
O 1.989 -2.732 -1.267
S 3.514 -2.536 -1.338
C 4.101 -2.415 0.324
C 4.681 -1.209 0.684
C 5.072 -1.019 2.005
C 4.869 -2.029 2.932
C 4.286 -3.239 2.554
C 3.899 -3.442 1.243
C 4.114 -4.131 -1.829
C 3.207 -5.070 -2.285
C 3.692 -6.299 -2.721
C 5.054 -6.558 -2.702
C 5.950 -5.592 -2.252
C 5.483 -4.366 -1.812
H 4.800 -0.418 -0.048
H 5.520 -0.081 2.306
H 5.171 -1.879 3.961
H 4.132 -4.019 3.288
H 3.437 -4.374 0.937
H 2.151 -4.837 -2.304
H 3.001 -7.048 -3.083
H 5.424 -7.515 -3.046
H 7.013 -5.796 -2.248
H 6.175 -3.609 -1.458
```

- E_LUMO (alpha / beta) (hartree) = -0.068 / -0.070
- total charge = +1
- Kohn-Sham gap (alpha / beta) (eV) = 7.585 / 7.544
- ⟨S²⟩ = 6.014
- multiplicity = 5
- energy relative to the best compared isomer or geometry (same formula, charge and spin) (kcal per mole) = 5.2
- E (eV) = -381383.38645

Atomic partial charges in e from the Mulliken method, atoms 1 to 99:
1 Cr 1.337
2 C -0.649
3 Se 0.310
4 C -1.177
5 C -0.538
6 Se 0.166
7 C -0.717
8 H 0.576
9 H -0.125
10 H 0.175
11 H 0.474
12 H 0.567
13 H 0.512
14 H 0.127
15 H 0.355
16 H -0.045
17 H 0.359
18 Se -0.360
19 P 0.366
20 C -0.026
21 C -0.402
22 C -0.751
23 C -0.518
24 C -0.961
25 C 0.164
26 C 0.666
27 C -0.341
28 C -0.751
29 C -0.711
30 C -0.792
31 C -0.282
32 C 0.658
33 C -0.555
34 N 0.892
35 N 0.508
36 N -1.280
37 P 0.696
38 Se -0.614
39 C 0.899
40 C -0.921
41 C -0.619
42 C -0.722
43 C -0.874
44 C -0.543
45 C 0.366
46 C -0.858
47 C -0.772
48 C -0.743
49 C -0.885
50 C 0.233
51 H 0.382
52 H 0.418
53 H 0.408
54 H 0.481
55 H 0.344
56 H 0.407
57 H 0.453
58 H 0.430
59 H 0.524
60 H 0.677
61 H 0.615
62 H 0.522
63 H 0.480
64 H 0.518
65 H 0.558
66 H 0.217
67 H 0.461
68 H 0.422
69 H 0.509
70 H 0.239
71 C -0.818
72 N 0.405
73 C -0.744
74 C -0.407
75 C -0.775
76 N 0.306
77 C -1.054
78 C 0.038
79 O -0.267
80 H 0.163
81 H 0.053
82 H 0.423
83 H 0.447
84 H 0.293
85 H 0.044
86 H 0.388
87 H 0.436
88 H 0.311
89 H 0.536
90 H 0.508
91 H -0.288
92 O -0.130
93 S 0.602
94 C 0.025
95 C -0.096
96 C -0.591
97 C -0.491
98 C -0.695
99 C -0.315


Density functional theory data (ωB97M-V with the def2-TZVPD basis set) for a 4-piece molecular cluster, C3H10NO4 overall.

Structure (XYZ):
```
18
Properties=species:S:1:pos:R:3
O -1.847 1.743 0.400
C -1.873 0.488 0.398
N -0.688 -0.192 0.202
C 0.519 0.630 0.022
O 1.624 -0.097 -0.369
C -3.084 -0.297 0.352
H -0.704 -0.996 -0.421
H 0.307 1.403 -0.730
H 0.662 1.171 0.954
H -2.931 -1.355 0.233
H -4.008 0.235 0.500
H -2.174 0.433 2.143
H 1.234 -0.711 -1.190
H 0.935 -1.688 -3.019
O 0.971 -1.728 -2.063
H 4.421 0.171 0.675
H 2.921 0.248 0.698
O 3.715 0.541 1.214
```

- E_LUMO (hartree) = 0.045
- total charge = -1
- Kohn-Sham gap (eV) = 5.789
- energy relative to the best compared isomer or geometry (same formula, charge and spin) (kcal per mole) = 154.7
- E (eV) = -12949.60540

Population analysis type natural (NBO), resulting atomic charges in e:
1 O -0.743
2 C 0.459
3 N -0.674
4 C 0.120
5 O -0.813
6 C -0.313
7 H 0.417
8 H 0.136
9 H 0.150
10 H 0.209
11 H 0.218
12 H 0.178
13 H 0.511
14 H 0.425
15 O -1.241
16 H 0.449
17 H 0.509
18 O -0.994